Entry 1:
4 unconnected molecules or ions with the total composition C55H46B3N2O11P. Source: the Open Molecules 2025 dataset; level of theory: ωB97M-V/def2-TZVPD.

The geometry in ORCA input format:
```
! wB97M-V def2-TZVPD RIJCOSX def2/J DEFGRID3
* xyz 0 1
C 6.297 -3.804 -1.826
C 4.769 -3.463 -2.112
C 4.065 -4.241 -3.276
N 4.219 -2.599 -1.331
B 3.411 -1.603 -2.023
O 2.001 -1.590 -1.761
B 1.361 -0.450 -2.297
C -0.143 -0.143 -1.799
C -0.815 -1.411 -1.088
C -2.328 -1.045 -0.862
N -3.178 -2.162 -0.411
C -3.170 -3.308 -1.334
C -3.435 -2.963 -2.842
C -2.700 -3.777 -3.841
C -2.849 -3.629 -5.282
C -3.763 -2.566 -5.757
C -4.499 -1.732 -4.792
C -4.353 -1.941 -3.344
O -5.071 -1.133 -2.434
O 1.932 0.442 -3.248
B 3.016 -0.263 -3.845
P 2.998 -0.601 -5.733
O 2.537 -2.038 -5.993
O 4.023 -0.698 -2.960
H 6.601 -4.676 -2.457
H 6.325 -4.118 -0.741
H 6.915 -2.886 -1.969
H 3.355 -5.003 -2.851
H 4.869 -4.838 -3.801
H 3.597 -3.594 -4.064
H -0.169 0.735 -1.090
H -0.785 0.072 -2.705
H -0.285 -1.575 -0.104
H -0.652 -2.356 -1.676
H -2.350 -0.275 -0.030
H -2.686 -0.511 -1.786
H -4.134 -1.828 -0.290
H -4.024 -3.978 -1.011
H -2.228 -3.911 -1.259
H -2.010 -4.578 -3.467
H -2.288 -4.296 -5.983
H -3.899 -2.423 -6.853
H -5.173 -0.937 -5.204
H -4.621 -0.272 -2.347
H 2.046 0.229 -6.425
H 4.247 -0.382 -6.387
C -1.122 6.644 4.305
C -0.578 6.428 3.042
C -1.175 5.527 2.172
C -2.312 4.829 2.566
C -2.844 5.028 3.842
C -2.252 5.946 4.705
C -4.028 4.255 4.294
O -4.497 4.428 5.405
C -4.627 3.259 3.372
C -5.702 2.485 3.801
C -6.277 1.559 2.941
C -5.787 1.410 1.647
C -4.713 2.176 1.217
C -4.123 3.095 2.081
C -2.953 3.882 1.621
O -2.522 3.748 0.492
H -0.660 7.355 4.980
H 0.313 6.966 2.736
H -0.750 5.366 1.188
H -2.667 6.115 5.691
H -6.089 2.599 4.806
H -7.110 0.954 3.279
H -6.242 0.692 0.974
H -4.333 2.052 0.210
C 9.987 -9.667 -8.704
C 9.434 -9.544 -9.976
C 8.570 -8.497 -10.261
C 8.246 -7.573 -9.271
C 8.781 -7.710 -7.990
C 9.661 -8.753 -7.713
C 8.407 -6.763 -6.911
O 8.876 -6.879 -5.794
C 7.443 -5.676 -7.215
C 7.038 -4.813 -6.201
C 6.148 -3.786 -6.478
C 5.665 -3.609 -7.772
C 6.062 -4.469 -8.785
C 6.945 -5.511 -8.508
C 7.335 -6.446 -9.592
O 6.912 -6.296 -10.722
H 10.669 -10.481 -8.486
H 9.680 -10.266 -10.747
H 8.147 -8.402 -11.254
H 10.090 -8.856 -6.723
H 7.412 -4.944 -5.192
H 5.829 -3.118 -5.685
H 4.975 -2.802 -7.987
H 5.681 -4.331 -9.790
C -4.157 3.286 9.302
C -3.996 4.090 8.176
C -4.078 5.469 8.291
C -4.331 6.052 9.529
C -4.515 5.245 10.654
C -4.416 3.862 10.538
C -4.834 5.849 11.971
O -4.992 5.148 12.952
C -4.967 7.325 12.068
C -5.322 7.904 13.284
C -5.436 9.283 13.389
C -5.186 10.090 12.282
C -4.837 9.517 11.068
C -4.736 8.133 10.955
C -4.397 7.529 9.642
O -4.182 8.234 8.674
H -4.084 2.208 9.214
H -3.807 3.640 7.213
H -3.948 6.090 7.414
H -4.545 3.232 11.411
H -5.515 7.280 14.149
H -5.717 9.731 14.334
H -5.268 11.167 12.367
H -4.649 10.149 10.208
*
```

Frontier orbital gap: 7.575 eV
HOMO energy: -8.8 eV
SMILES string: CC(C)=NB1OB(CCCNCc2ccccc2O)OB([PH2]=O)O1.O=C1c2ccccc2C(=O)c2ccccc21.O=C1c2ccccc2C(=O)c2ccccc21.O=C1c2ccccc2C(=O)c2ccccc21

***

Entry 2:
A single C2H3Cl2NS molecule. Source: the Open Molecules 2025 dataset; level of theory: ωB97M-V/def2-TZVPD.

The geometry in ORCA input format:
```
! wB97M-V def2-TZVPD RIJCOSX def2/J DEFGRID3
* xyz 0 1
C 0.145 0.475 -1.331
C 0.083 -0.650 0.843
N -0.462 0.379 0.083
S 0.105 1.965 -1.964
Cl 0.248 0.004 2.561
Cl -0.804 -2.163 0.794
H 0.547 -0.457 -1.648
H 1.051 -0.893 0.489
H -0.913 1.340 0.174
*
```

Energy above the lowest of the compared OMol25 structures with the same formula, charge and spin: 1.106 eV
Frontier orbital gap: 8.917 eV
HOMO energy: -9.4 eV
SMILES string: S=CNC(Cl)Cl

***

Entry 3:
A molecular structure, C33H57FN2O2SiSr. Source: the Open Molecules 2025 dataset; level of theory: ωB97M-V/def2-TZVPD.

The geometry in ORCA input format:
```
! wB97M-V def2-TZVPD RIJCOSX def2/J DEFGRID3
* xyz 0 1
O -3.102 0.777 -0.397
O -3.821 3.401 -2.071
C -3.967 -0.377 -0.557
C -3.973 -1.338 0.620
H -3.635 -0.858 -1.483
H -4.983 0.003 -0.755
H -2.976 -1.760 0.795
H -4.667 -2.161 0.399
H -4.308 -0.860 1.542
C -3.051 1.332 0.945
C -4.273 2.188 1.224
H -2.124 1.930 1.018
H -2.974 0.496 1.664
H -4.425 2.957 0.457
H -4.163 2.704 2.185
H -5.182 1.582 1.312
C -3.260 4.718 -2.341
C -5.237 3.355 -2.363
C -2.852 5.432 -1.074
H -3.988 5.333 -2.910
H -2.389 4.550 -2.997
H -3.708 5.548 -0.398
H -2.491 6.429 -1.336
H -2.055 4.890 -0.558
C -6.056 4.276 -1.483
H -5.521 2.302 -2.216
H -5.395 3.603 -3.430
H -5.826 4.143 -0.421
H -7.118 4.068 -1.630
H -5.870 5.325 -1.750
H -2.705 1.752 -1.986
N 1.042 -0.606 1.404
C 2.343 -0.707 1.674
C 3.361 -0.014 0.997
C 3.217 1.040 0.082
C 2.829 -1.586 2.812
H 2.250 -2.514 2.894
H 2.780 -1.057 3.774
H 3.874 -1.852 2.637
C 4.457 1.801 -0.339
H 4.319 2.885 -0.226
H 4.712 1.596 -1.388
H 5.305 1.497 0.283
N 2.037 1.376 -0.416
C 0.071 -0.974 2.374
C -0.641 -2.193 2.231
C -0.380 -3.115 1.077
C -1.561 -2.568 3.211
H -2.068 -3.528 3.115
C -1.804 -1.746 4.317
H -2.526 -2.055 5.072
C -1.092 -0.558 4.464
H -1.241 0.067 5.349
C -0.154 -0.162 3.519
C 0.665 1.071 3.753
C 1.758 2.492 -1.239
C 1.864 2.368 -2.659
C 2.312 1.072 -3.247
C 1.456 3.447 -3.449
H 1.539 3.377 -4.538
C 0.935 4.601 -2.862
H 0.636 5.450 -3.487
C 0.808 4.701 -1.473
H 0.413 5.615 -1.018
C 1.201 3.660 -0.651
C 1.003 3.746 0.834
Sr -0.115 0.279 -0.963
H -1.147 -3.012 0.295
H -0.416 -4.160 1.424
H 0.604 -2.955 0.613
H 0.857 1.633 2.830
H 1.639 0.839 4.213
H 0.141 1.739 4.452
H 2.578 1.206 -4.308
H 1.506 0.292 -3.241
H 3.182 0.649 -2.728
H 1.830 3.294 1.394
H 0.065 3.261 1.160
H 0.934 4.798 1.151
H 4.380 -0.287 1.261
C -1.874 1.574 -2.777
Si -2.456 1.688 -4.564
H -1.046 2.275 -2.567
H -1.554 0.507 -2.753
C -4.079 0.741 -4.804
C -1.148 0.891 -5.670
C -2.741 3.372 -5.364
H -3.062 3.166 -6.397
H -1.811 3.948 -5.394
H -3.524 3.965 -4.873
H -3.926 -0.330 -4.623
H -4.397 0.876 -5.847
H -4.868 1.109 -4.142
H -0.637 0.059 -5.155
H -0.399 1.642 -5.964
H -1.655 0.516 -6.569
F 0.141 -0.684 -2.988
*
```

Frontier orbital gap: 7.620 eV
HOMO energy: -7.1 eV

***

Entry 4:
3 unconnected molecules or ions with the total composition C4H13N3O. Source: the Open Molecules 2025 dataset; level of theory: ωB97M-V/def2-TZVPD.

The geometry in ORCA input format:
```
! wB97M-V def2-TZVPD RIJCOSX def2/J DEFGRID3
* xyz 0 1
C 0.176 -0.250 -0.094
C -1.502 0.680 0.659
C -0.062 -0.432 -1.569
C -2.561 -0.380 0.575
N 0.909 0.756 0.435
N 2.971 -1.287 0.813
N 1.159 1.829 -0.313
O 2.313 -0.668 -0.221
H 0.097 -1.106 0.565
H 2.368 -1.982 1.259
H 3.256 -0.598 1.511
H 1.480 2.623 0.216
H 1.188 1.733 -1.324
H -1.261 1.003 1.667
H -1.619 1.515 -0.025
H -0.548 -1.388 -1.751
H -0.700 0.359 -1.971
H 0.882 -0.433 -2.114
H -2.716 -0.721 -0.450
H -2.305 -1.248 1.188
H -3.525 -0.006 0.943
*
```

Energy above the lowest of the compared OMol25 structures with the same formula, charge and spin: 7.632 eV
Frontier orbital gap (spin up / spin down): 8.772 / 6.794 eV
HOMO energy (spin up / spin down): -7.8 / -6.2 eV

***

Entry 5:
2 unconnected molecules or ions with the total composition C16H11F4O6S. Source: the Open Molecules 2025 dataset; level of theory: ωB97M-V/def2-TZVPD.

The geometry in ORCA input format:
```
! wB97M-V def2-TZVPD RIJCOSX def2/J DEFGRID3
* xyz -1 1
F -2.035 3.243 0.955
C -2.702 2.167 0.500
C -3.659 2.277 -0.444
F -3.969 3.466 -0.990
C -4.417 1.127 -0.930
O -5.277 1.223 -1.814
C -4.092 -0.144 -0.288
F -4.788 -1.219 -0.702
C -3.144 -0.247 0.667
F -2.880 -1.425 1.267
C -2.324 0.886 1.089
O -1.383 0.773 1.887
C 3.062 2.354 3.721
C 2.930 2.372 2.221
O 2.041 1.313 1.825
C 1.705 1.445 0.500
C 0.824 0.358 0.136
S 0.281 0.068 -1.434
C 0.678 -1.673 -1.710
C 1.953 -2.029 -2.159
C 2.288 -3.378 -2.295
C 1.337 -4.365 -2.011
C 0.052 -4.005 -1.595
C -0.283 -2.654 -1.456
O -1.169 0.066 -1.499
O 1.053 0.793 -2.405
O 2.106 2.368 -0.196
H 3.781 3.110 4.038
H 2.106 2.591 4.193
H 3.408 1.380 4.073
H 2.523 3.333 1.884
H 3.910 2.211 1.747
H 0.507 -0.341 0.889
H 2.675 -1.249 -2.396
H 3.293 -3.652 -2.622
H 1.597 -5.419 -2.116
H -0.702 -4.763 -1.378
H -1.287 -2.361 -1.153
*
```

Energy above the lowest of the compared OMol25 structures with the same formula, charge and spin: 0.000 eV
Frontier orbital gap: 4.550 eV
HOMO energy: -4.1 eV

***

Entry 6:
A molecular structure, C3H8N3. Source: the Open Molecules 2025 dataset; level of theory: ωB97M-V/def2-TZVPD.

The geometry in ORCA input format:
```
! wB97M-V def2-TZVPD RIJCOSX def2/J DEFGRID3
* xyz 1 1
C 2.301 0.372 -0.197
C 1.786 -0.712 0.379
C 0.310 0.956 0.233
N 1.402 1.418 -0.209
N -0.764 1.788 0.449
N 0.365 -0.518 0.589
H 3.290 0.641 -0.643
H -2.196 -1.079 -0.920
H 2.410 -1.611 0.572
H -1.456 -0.998 -1.172
H -1.620 1.262 0.448
H -0.778 2.686 -0.004
H -0.173 -0.963 -0.090
H 0.056 -0.732 1.559
*
```

Energy above the lowest of the compared OMol25 structures with the same formula, charge and spin: 3.642 eV
Frontier orbital gap: 9.782 eV
HOMO energy: -13.8 eV

***

Entry 7:
2 unconnected molecules or ions with the total composition C11H15N. Source: the Open Molecules 2025 dataset; level of theory: ωB97M-V/def2-TZVPD.

The geometry in ORCA input format:
```
! wB97M-V def2-TZVPD RIJCOSX def2/J DEFGRID3
* xyz 1 2
C 3.020 0.527 -0.234
C 4.070 -0.612 0.077
H 2.365 0.450 -1.075
H 2.417 0.519 0.703
H 3.682 1.399 -0.222
H 3.590 -1.458 0.530
H 4.924 -0.198 0.567
H 4.325 -1.119 -0.898
C -2.821 -0.564 -2.382
C -1.329 0.168 -0.253
C -2.188 -0.757 -1.033
C -0.936 -0.539 0.928
C -2.529 -1.799 -0.142
C -0.358 2.175 0.620
C -0.044 1.487 1.844
C -0.973 1.547 -0.400
C -0.331 0.138 1.931
N -1.764 -1.674 1.025
H -0.238 3.252 0.643
H 0.147 1.922 2.846
H -1.365 2.055 -1.234
H -0.023 -0.429 2.879
H -2.268 0.198 -2.900
H -3.924 -0.197 -2.138
H -3.085 -2.611 -0.329
H -1.508 -2.402 1.586
H -2.856 -1.479 -2.940
*
```

Energy above the lowest of the compared OMol25 structures with the same formula, charge and spin: 1.820 eV
Expectation value of S²: 0.78
Frontier orbital gap (spin up / spin down): 9.414 / 6.144 eV
HOMO energy (spin up / spin down): -13.2 / -13.4 eV

***

Entry 8:
A molecular structure, C24H27Br2CuGeI2N6. Source: the Open Molecules 2025 dataset; level of theory: ωB97M-V/def2-TZVPD.

The geometry in ORCA input format:
```
! wB97M-V def2-TZVPD RIJCOSX def2/J DEFGRID3
* xyz 0 1
Cu 0.268 0.155 -0.084
N -0.125 3.407 -0.796
C 1.047 2.888 -1.262
N 1.849 3.655 -2.015
C 2.989 3.049 -2.409
N 3.843 3.685 -3.232
N 3.385 1.749 -2.111
C 2.444 1.068 -1.443
N 1.307 1.602 -0.925
C 2.679 -0.363 -1.222
C 3.858 -0.962 -1.700
C 4.018 -2.328 -1.528
C 3.008 -3.051 -0.850
C 1.910 -2.382 -0.381
N 1.740 -1.062 -0.567
H -0.371 4.374 -1.042
H -0.799 2.762 -0.373
H 3.570 4.598 -3.593
H 4.647 3.192 -3.566
H 4.579 -0.285 -2.179
H 4.899 -2.843 -1.942
H 3.114 -4.145 -0.717
H 1.096 -2.882 0.156
Br 4.422 2.260 4.907
C 2.743 1.499 5.382
C 2.497 1.331 6.735
C 1.303 0.748 7.180
C 0.378 0.216 6.255
C 0.643 0.360 4.886
C 1.797 1.033 4.445
I 2.127 1.239 2.411
H 3.269 1.652 7.423
H 1.095 0.668 8.261
H -0.552 -0.288 6.597
H -0.068 0.013 4.118
Br -1.915 -2.313 -5.910
C -2.818 -0.742 -5.333
C -3.915 -0.295 -6.067
C -4.596 0.838 -5.679
C -4.185 1.540 -4.552
C -3.081 1.130 -3.838
C -2.398 -0.010 -4.219
I -0.648 -0.566 -3.180
H -4.183 -0.868 -6.962
H -5.433 1.213 -6.290
H -4.736 2.439 -4.242
H -2.744 1.681 -2.967
C -0.674 -2.583 2.685
Ge -1.937 -1.798 1.432
C -2.306 -2.880 -0.149
C -3.624 -1.760 2.389
C -1.425 0.085 0.876
H -0.771 -3.644 2.663
H -0.886 -2.255 3.703
H 0.351 -2.351 2.439
H -2.607 -3.862 0.187
H -1.437 -2.987 -0.821
H -3.139 -2.449 -0.688
H -4.070 -2.761 2.404
H -4.329 -1.085 1.895
H -3.520 -1.474 3.429
H -1.372 0.699 1.764
H -2.212 0.446 0.213
*
```

Energy above the lowest of the compared OMol25 structures with the same formula, charge and spin: 0.000 eV
Frontier orbital gap: 5.894 eV
HOMO energy: -6.5 eV

***

Entry 9:
2 unconnected molecules or ions with the total composition C7H20NO3S. Source: the Open Molecules 2025 dataset; level of theory: ωB97M-V/def2-TZVPD.

The geometry in ORCA input format:
```
! wB97M-V def2-TZVPD RIJCOSX def2/J DEFGRID3
* xyz 1 1
N -1.468 -1.469 -3.392
C -1.122 -0.799 -4.706
S 0.302 -1.818 -5.447
H -2.468 -1.763 -3.335
H -1.157 -0.921 -2.560
H -2.032 -0.838 -5.474
H -0.723 0.318 -4.581
H -0.201 -2.981 -6.066
H 1.197 -2.213 -4.417
C -1.187 0.114 4.464
O -0.289 -0.053 3.380
C -0.712 -1.077 2.479
C -0.068 -0.876 1.105
O -0.723 0.129 0.321
C -0.489 1.485 0.725
C 0.915 1.980 0.370
O 1.866 1.509 1.326
C 3.186 1.493 0.808
H -1.260 -0.809 5.049
H -0.808 0.914 5.106
H -2.176 0.409 4.097
H -1.801 -1.068 2.375
H -0.394 -2.038 2.898
H -0.185 -1.806 0.538
H 1.003 -0.683 1.178
H -0.719 1.628 1.783
H -1.211 2.085 0.161
H 0.938 3.074 0.394
H 1.179 1.633 -0.635
H 3.250 0.820 -0.052
H 3.856 1.120 1.586
H 3.498 2.502 0.524
*
```

Frontier orbital gap: 7.150 eV
HOMO energy: -11.4 eV

***

Entry 10:
2 unconnected molecules or ions with the total composition C4H12NO2. Source: the Open Molecules 2025 dataset; level of theory: ωB97M-V/def2-TZVPD.

The geometry in ORCA input format:
```
! wB97M-V def2-TZVPD RIJCOSX def2/J DEFGRID3
* xyz -1 1
C 0.387 -1.440 1.652
C 0.658 -0.090 1.031
C 0.315 1.119 1.888
N -0.151 0.017 -0.223
C -0.816 -1.033 -1.243
O -2.094 -1.053 -1.182
H -0.665 -1.678 1.837
H 1.003 -1.607 2.538
H 0.472 -2.101 0.767
H 1.736 0.038 0.837
H -0.579 1.009 2.498
H 0.307 2.080 1.357
H 1.222 1.262 2.515
H -1.031 0.463 0.033
H -0.219 -2.007 -1.006
H -0.390 -0.731 -2.222
H 0.804 2.428 -2.341
H 0.930 1.698 -1.057
O 1.516 2.084 -1.754
*
```

Energy above the lowest of the compared OMol25 structures with the same formula, charge and spin: 1.487 eV
Frontier orbital gap: 6.679 eV
HOMO energy: -2.8 eV

***

Entry 11:
A molecular structure, C3H5NO2. Source: the Open Molecules 2025 dataset; level of theory: ωB97M-V/def2-TZVPD.

The geometry in ORCA input format:
```
! wB97M-V def2-TZVPD RIJCOSX def2/J DEFGRID3
* xyz 0 1
O 1.752 -0.892 -0.736
C 1.206 -0.100 -0.004
N 0.834 -0.253 1.315
C -0.780 -0.504 -0.202
C -0.708 0.989 -0.316
O 0.698 1.144 -0.493
H 1.260 -1.140 1.627
H -0.672 -1.032 -1.175
H -1.269 -1.047 0.571
H -1.081 1.443 0.603
H -1.241 1.393 -1.189
*
```

Energy above the lowest of the compared OMol25 structures with the same formula, charge and spin: 4.627 eV
Frontier orbital gap (spin up / spin down): 8.312 / 8.315 eV
HOMO energy (spin up / spin down): -9.9 / -9.9 eV

***

Entry 12:
2 unconnected molecules or ions with the total composition CH5ClS. Source: the Open Molecules 2025 dataset; level of theory: ωB97M-V/def2-TZVPD.

The geometry in ORCA input format:
```
! wB97M-V def2-TZVPD RIJCOSX def2/J DEFGRID3
* xyz 0 1
C 0.712 0.721 -0.179
H -2.664 -1.483 0.402
H 0.030 0.825 0.668
H 1.518 1.453 -0.101
H 0.155 0.918 -1.098
H 1.984 -1.005 0.869
S 1.356 -0.968 -0.317
Cl -3.091 -0.461 -0.244
*
```

Energy above the lowest of the compared OMol25 structures with the same formula, charge and spin: 0.000 eV
Frontier orbital gap: 9.953 eV
HOMO energy: -9.1 eV
SMILES string: CS.Cl

***

no.,E_tot (eV)
1,-94608.6143
2,-39491.4227
3,-53654.8086
4,-10870.0459
5,-50759.3797
6,-7701.6366
7,-13131.3866
8,-291709.4572
9,-26040.4364
10,-9926.7369
11,-8773.0673
12,-24475.7126